Record 1
{
  "formula": "C27H19BCl2MgN2O7S",
  "method": "the ωB97M-V functional and the def2-TZVPD basis",
  "elements": ["Mg", "O", "C", "O", "C", "C", "C", "C", "C", "N", "H", "H", "H", "H", "Cl", "C", "C", "C", "Cl", "C", "O", "C", "C", "O", "C", "H", "H", "H", "C", "O", "H", "H", "H", "O", "B", "O", "C", "C", "C", "C", "C", "C", "H", "H", "H", "H", "S", "C", "N", "C", "C", "C", "C", "C", "C", "H", "H", "H", "H", "H"],
  "coordinates": [[0.600, 1.222, 0.238], [4.520, 2.468, 0.466], [3.386, 2.013, 0.651], [2.661, 1.362, -0.140], [2.765, 2.254, 2.038], [3.461, 2.919, 3.042], [2.849, 3.097, 4.269], [1.567, 2.601, 4.458], [0.952, 1.948, 3.402], [1.538, 1.787, 2.226], [4.458, 3.271, 2.817], [3.363, 3.616, 5.071], [1.048, 2.714, 5.402], [-0.041, 1.525, 3.495], [4.199, -6.247, 0.885], [3.252, -4.807, 0.531], [2.864, -4.548, -0.790], [2.134, -3.433, -1.073], [1.657, -3.146, -2.725], [1.715, -2.446, -0.083], [1.068, -1.435, -0.386], [2.129, -2.794, 1.258], [1.761, -2.013, 2.433], [1.053, -1.035, 2.503], [2.883, -3.944, 1.526], [3.138, -5.229, -1.585], [2.141, -2.476, 3.377], [3.166, -4.147, 2.554], [-0.255, 4.152, 0.776], [0.280, 3.176, 0.003], [-1.074, 3.801, 1.444], [-0.702, 4.982, 0.182], [0.484, 4.639, 1.455], [-2.506, 0.384, -0.656], [-1.528, 0.313, 0.414], [-2.197, -0.466, 1.448], [-3.414, -0.815, 0.997], [-4.394, -1.555, 1.621], [-5.582, -1.776, 0.916], [-5.764, -1.268, -0.363], [-4.765, -0.515, -0.990], [-3.601, -0.300, -0.285], [-4.241, -1.949, 2.616], [-6.372, -2.358, 1.375], [-6.692, -1.459, -0.887], [-4.887, -0.115, -1.987], [0.141, 2.864, -4.143], [0.791, 2.412, -2.598], [0.539, 1.223, -2.201], [-0.223, 0.544, -3.139], [-0.640, -0.779, -2.999], [-1.399, -1.330, -4.008], [-1.740, -0.586, -5.148], [-1.317, 0.719, -5.300], [-0.548, 1.279, -4.280], [1.321, 3.119, -1.980], [-0.342, -1.326, -2.116], [-1.737, -2.354, -3.918], [-2.342, -1.043, -5.924], [-1.577, 1.290, -6.183]],
  "orbital_gap_ev": 6.1,
  "charge": -2,
  "energy_ha": -3220.2626
}


Record 2
{
  "formula": "C27H19BrIN4SSbSe4Tc",
  "method": "the ωB97M-V functional and the def2-TZVPD basis",
  "elements": ["Tc", "I", "C", "C", "C", "C", "C", "C", "C", "C", "C", "C", "H", "H", "H", "H", "H", "H", "N", "C", "C", "C", "C", "C", "C", "S", "N", "C", "C", "C", "C", "C", "C", "N", "H", "H", "H", "H", "H", "H", "H", "H", "H", "Br", "C", "C", "C", "N", "C", "C", "H", "H", "H", "H", "Se", "Sb", "Se", "Se", "Se"],
  "coordinates": [[-0.115, -0.820, 0.013], [-0.169, 1.488, 1.981], [-0.820, 0.166, 3.460], [-1.312, 0.588, 4.657], [-1.723, -0.392, 5.587], [-1.643, -1.723, 5.280], [-1.150, -2.152, 4.023], [-1.100, -3.525, 3.648], [-0.652, -3.902, 2.419], [-0.190, -2.930, 1.485], [-0.256, -1.594, 1.815], [-0.715, -1.182, 3.094], [-1.388, 1.638, 4.903], [-2.111, -0.075, 6.546], [-1.973, -2.466, 5.994], [-1.413, -4.273, 4.365], [-0.592, -4.949, 2.155], [0.243, -3.292, 0.557], [1.347, -1.859, -3.826], [1.133, -3.251, -4.067], [0.879, -3.720, -5.343], [0.635, -5.075, -5.524], [0.608, -5.939, -4.438], [0.831, -5.455, -3.154], [1.119, -4.110, -2.985], [1.585, -3.416, -1.433], [0.790, -1.877, -1.570], [0.930, -1.250, -2.704], [0.605, 0.198, -2.723], [0.698, 0.973, -3.864], [0.426, 2.329, -3.797], [0.043, 2.866, -2.583], [-0.053, 2.029, -1.486], [0.230, 0.721, -1.532], [1.509, -1.297, -4.644], [0.875, -3.044, -6.190], [0.457, -5.454, -6.521], [0.417, -6.993, -4.588], [0.819, -6.123, -2.302], [0.970, 0.544, -4.818], [0.496, 2.945, -4.683], [-0.205, 3.913, -2.480], [-0.410, 2.418, -0.546], [-6.464, -2.517, -0.793], [-4.715, -1.897, -0.737], [-3.721, -2.518, -1.478], [-2.428, -2.055, -1.373], [-2.081, -1.015, -0.589], [-3.066, -0.398, 0.097], [-4.379, -0.800, 0.051], [-3.944, -3.353, -2.126], [-1.632, -2.530, -1.930], [-2.773, 0.456, 0.694], [-5.128, -0.270, 0.621], [2.738, 7.073, 3.514], [4.729, 6.430, 2.607], [4.170, 2.519, 2.377], [6.224, 6.725, 0.916], [5.208, 3.848, 3.687]],
  "orbital_gap_ev": 4.1,
  "charge": 3,
  "energy_ha": -14454.9915
}